Formula: C36H45N9
Source: the Open Molecules 2025 dataset
Level of theory: ωB97M-V with the def2-TZVPD basis set

calculated total energy = -1890.644760 Ha
frontier orbital gap = 7.78 eV
LUMO level = 0.518 eV
energy relative to the best compared isomer or geometry (same formula, charge and spin) = 559.65 kcal per mole

The geometry in XYZ format:
```
90
Properties=species:S:1:pos:R:3:forces:R:3:lowdin_charge:R:1
H -0.134964 0.864797 -2.192588 -0.4214 -0.3526 -1.5133 0.055
H -1.149764 1.205879 -6.503606 0.1852 0.5271 0.2322 0.123
H -1.300920 1.657909 0.216879 0.8220 -1.0320 0.0272 0.072
H -3.179194 4.578132 3.440153 3.5548 0.1279 -0.2476 0.145
C -3.633821 5.382272 0.312841 -3.3556 -3.3810 -4.6215 -0.023
N -2.117572 2.816066 3.241858 4.1747 0.1870 -2.3500 -0.065
H 0.792556 -8.292224 -2.088435 -0.0270 -0.5243 -1.2362 0.057
H 1.697714 -3.852438 1.868312 -3.1714 -4.1364 0.0125 -0.017
H 2.028451 -0.903853 1.211836 -2.3317 0.5262 -0.8520 0.068
H -4.281279 6.262770 -1.777123 -0.9826 4.3690 -2.8192 0.031
H -2.623284 -0.466539 -5.842054 0.0140 0.0646 1.0078 0.071
H -2.209176 -0.990039 -2.889091 0.8788 0.8403 -0.4609 0.062
C -1.643870 -0.251953 -3.500329 -0.5807 2.0722 -4.9864 -0.088
H -0.578300 -5.190305 3.400902 -1.6073 0.8730 -0.0254 0.079
H 1.238868 -6.854856 2.214781 -1.6297 0.0691 -2.3680 0.113
H 1.453296 1.310555 1.151158 -0.4207 0.9682 0.0412 0.075
C 0.102684 3.206560 2.503641 -2.4175 1.4569 0.3412 -0.097
H -1.322669 6.908728 -3.292477 2.0046 -3.1607 0.4387 0.143
H -3.527702 3.354013 1.380562 0.3657 -0.8489 0.9184 -0.008
H 3.783915 -0.796974 -2.140564 1.4767 0.9027 3.0818 0.158
C -3.661030 3.205399 -1.011281 -0.4375 4.2374 5.3055 -0.062
C 2.200009 -3.018911 1.829579 6.3116 6.8598 0.2360 -0.061
C 5.308525 -1.028544 -0.294383 1.8791 2.7116 -7.9559 -0.270
H 5.070940 1.745937 1.674657 -0.0340 -1.2681 -1.4258 0.122
H -3.670085 -2.284124 1.687253 0.0200 1.1565 -0.6321 0.070
H -3.484737 2.230035 -1.431504 -0.0958 -0.0268 0.1938 0.080
C 0.056001 -6.063359 0.245987 3.0428 -3.1376 -0.1038 -0.131
C -0.568759 0.666479 -3.215086 -0.9528 2.0329 -3.3330 -0.094
H 3.376122 1.767894 -0.691393 1.3703 -2.1757 0.6200 0.113
N -1.219589 1.090811 -5.503353 0.0768 -1.6051 3.7312 -0.060
H -0.868456 -2.610211 2.097615 -0.9564 -1.3795 1.1154 0.052
H -0.340307 -5.178814 0.564102 -1.0855 2.2973 0.2145 0.029
C 0.275421 4.001180 -2.132114 -0.2666 2.4736 0.6850 -0.117
C -2.093688 0.056027 -5.031123 3.6103 0.8949 3.2978 -0.085
N -3.748997 -4.080067 2.699601 -3.1453 1.4349 -1.5288 -0.097
C 4.966243 0.992641 0.836690 -1.1347 -2.3422 -4.1332 -0.023
C 4.081688 0.884017 -0.384662 1.0952 0.4668 1.4095 -0.051
H 1.413873 6.317432 -4.542899 -1.9299 -1.1181 3.2895 0.142
C -0.314028 1.567546 -4.495913 -4.0330 -5.9234 2.3075 -0.054
C -3.050487 -4.999520 3.334114 4.7939 -2.2599 0.6135 -0.133
C 4.313666 -0.430308 -1.117471 0.4819 1.8325 0.8122 -0.022
C 1.340578 4.683806 -2.868365 -1.0277 -2.6623 1.9471 -0.172
C 3.287641 -2.757084 0.765455 -2.0999 -0.5173 4.1857 -0.061
H 6.381056 -0.672044 1.213924 2.6917 -0.5961 2.9639 0.119
H -3.758267 6.259446 0.993409 0.2943 -1.3604 -0.4109 0.075
C 2.304377 -1.939856 2.989686 4.7115 -2.1828 -4.4597 -0.012
H 4.102356 -0.311716 3.073768 -0.7602 -1.7832 -1.5473 0.117
C -1.520338 -4.609783 3.173658 -4.7663 1.1576 -0.6910 -0.057
H 4.797399 -1.254259 0.806378 -3.1128 -2.0212 3.4330 -0.105
N 1.060385 -0.633458 0.861447 -1.7779 -1.5818 -1.3277 0.000
H 0.353891 2.338077 -4.642565 1.1742 1.4484 -0.3216 0.037
H 1.246456 3.113799 2.208759 -3.0266 0.0730 0.6091 0.105
H -1.695915 4.791045 -1.706619 1.0522 0.0036 -0.6331 0.095
H -3.493339 -5.984905 3.780553 0.8278 2.3061 -1.0778 0.125
C -2.039540 4.182455 3.276804 1.6045 0.1874 -1.0455 -0.156
C 0.790441 -6.959245 1.133795 0.0079 -2.0107 -3.3787 -0.093
N 0.082582 -6.500868 -1.112356 0.1582 -1.7402 -0.0335 -0.034
C 0.822694 5.798611 -3.574031 -0.9999 0.8406 -1.2026 -0.154
C -0.670536 0.737944 0.306376 -0.7983 -2.1596 0.2653 -0.153
C 0.639775 0.682609 0.859239 -1.3513 -2.7317 -2.1306 -0.179
H -2.148776 -0.972512 -0.271972 -1.9440 -0.7878 -0.8236 0.022
C 0.600019 -7.778069 -1.201093 1.8120 0.1407 7.5552 -0.105
H 1.505729 -9.121559 0.468170 0.6413 -0.9091 0.4454 0.025
H -2.934905 2.301679 3.412039 -1.0401 -0.6117 0.1713 0.109
C -0.956640 2.188834 2.631610 0.3370 2.5562 2.2862 -0.129
H -0.314825 5.701351 2.874155 0.0910 -2.6598 -0.4355 0.085
H 5.877835 -1.931128 -0.296745 -0.1152 -0.6861 -0.9093 0.147
C -0.575365 4.568084 2.799423 -3.9307 -2.0349 1.6606 -0.062
H -1.007780 1.087501 2.475332 0.3307 1.4917 0.5624 0.095
C -1.236647 -0.715037 0.111973 9.4435 2.6264 2.1826 -0.005
C -3.068668 -3.003650 2.152983 3.8153 -3.8978 2.7674 -0.098
C -1.654652 -3.325201 2.500347 -1.1175 0.7898 -1.3063 -0.126
N 5.741368 -0.223516 0.688200 -0.8854 5.9332 -1.7638 -0.012
H 0.128007 3.186962 -1.287313 0.9178 1.7294 -2.1598 0.129
H -4.778802 -4.131262 2.429901 2.0082 -0.3615 1.1402 0.182
H 2.367159 4.325570 -2.638963 -0.6898 0.4710 -1.1227 0.083
C -4.083280 5.511215 -1.194263 3.6955 -4.5792 7.3945 -0.115
H -4.075779 4.228999 -2.812462 0.4324 -0.0113 1.5350 0.180
H 3.681548 -3.286915 -0.171831 -1.1207 0.8262 1.6818 0.134
C -0.571998 5.950081 -3.127883 1.1045 0.6773 -0.4223 -0.141
N -3.890071 4.314042 -1.782763 -1.0442 -1.0754 -1.8097 -0.109
C 1.101913 -8.178475 0.258428 -2.9483 5.4291 -3.8439 -0.046
C 0.034793 -1.537157 0.394857 -2.8367 6.4172 0.0040 -0.081
H -0.201444 -6.158196 -2.082672 0.0159 0.4229 2.7590 0.178
N -0.821145 4.870302 -2.259053 -0.0161 0.7456 -0.6488 -0.031
C 3.611940 -1.189751 2.501059 -3.8784 -1.9999 2.4498 -0.114
H 0.076737 -2.563400 0.288658 0.7554 -1.6733 0.0429 0.040
C -3.672347 3.856472 0.480146 1.0235 2.5776 -6.1139 -0.024
N 4.033617 -1.735868 1.299788 -3.6133 -1.3557 3.9088 -0.103
H 1.763467 -1.984009 3.985555 0.8133 0.4299 -1.6709 0.091
```
Positions in Å, forces in eV/Å.